No. 1
{"formula": "C4H10N4", "method": "ωB97M-V with the def2-TZVPD basis set", "homo_energy_ev": -7.843, "lumo_ev": 0.9, "smiles": "C=NNC1[C@@H](N)[C@@H]1N", "total_energy_ev": -10267.57512, "homo_lumo_gap_ev": 8.78, "relative_energy_kj_mol": 316.06, "symbols": ["C", "C", "C", "C", "H", "H", "H", "H", "H", "H", "H", "H", "H", "H", "N", "N", "N", "N"], "xyz": [[1.256, -0.474, 0.459], [0.713, 0.605, -0.476], [-0.149, -0.182, 0.505], [-2.737, 0.426, -0.030], [2.681, -1.587, -0.683], [1.593, -2.506, 0.184], [1.864, -0.042, 1.180], [0.761, 0.210, -1.483], [0.288, 2.588, -0.384], [1.446, 2.119, 0.660], [-0.511, 0.231, 1.443], [-0.688, -1.791, -0.623], [-2.124, 1.226, 0.466], [-3.760, 0.661, -0.255], [1.676, -1.640, -0.328], [1.118, 1.995, -0.298], [-1.040, -1.062, -0.051], [-2.386, -0.778, -0.286]], "lowdin_charge": [-0.282, -0.253, -0.317, -0.083, 0.115, 0.066, 0.115, 0.138, 0.065, 0.064, 0.149, 0.109, 0.070, 0.044, 0.035, 0.035, -0.059, -0.010]}

No. 2
{"formula": "C9H10BrN3O2", "method": "ωB97M-V with the def2-TZVPD basis set", "homo_energy_ev": -8.866, "lumo_ev": 0.1, "total_energy_ev": -88091.96108, "homo_lumo_gap_ev": 8.96, "relative_energy_kj_mol": 583.65, "symbols": ["N", "H", "H", "N", "C", "O", "C", "N", "C", "O", "C", "C", "C", "C", "C", "C", "H", "H", "H", "Br", "H", "H", "H", "H", "H"], "xyz": [[1.245, 3.698, -0.597], [2.019, 4.132, -0.505], [0.909, 3.652, -1.640], [1.350, 2.322, -0.449], [1.475, 1.546, -1.597], [1.797, 1.870, -2.574], [1.647, 0.136, -0.907], [1.804, -0.308, 0.269], [0.940, -0.582, 1.260], [1.147, -0.421, 2.533], [-0.315, -1.180, 0.937], [-1.469, -0.411, 1.214], [-2.929, -0.655, 0.838], [-2.946, -2.018, 0.260], [-1.866, -2.647, -0.317], [-0.488, -2.096, 0.242], [0.232, -2.572, -0.111], [-1.903, -3.457, -0.718], [-4.027, -2.434, -0.073], [-4.293, 0.159, 1.628], [-1.450, 0.556, 1.837], [2.905, -0.009, 0.848], [2.363, -0.668, -1.551], [0.696, -0.423, -1.126], [1.157, 1.811, 0.298]], "lowdin_charge": [0.082, -0.011, 0.143, -0.006, -0.536, 0.221, -0.224, -0.012, -0.394, 0.022, -0.302, 0.015, -0.754, -0.126, 0.061, -0.036, 0.063, -0.010, 0.141, 0.841, 0.126, 0.299, 0.199, 0.142, 0.054]}

No. 3
{"formula": "C6H21NO5", "method": "ωB97M-V with the def2-TZVPD basis set", "homo_energy_ev": -9.217, "lumo_ev": 0.6, "smiles": "COCCNCCOC.O.O.O", "total_energy_ev": -18288.77145, "homo_lumo_gap_ev": 9.83, "relative_energy_kj_mol": 315.92, "symbols": ["C", "O", "C", "C", "N", "C", "C", "O", "C", "H", "H", "H", "H", "H", "H", "H", "H", "H", "H", "H", "H", "H", "H", "H", "O", "H", "H", "O", "H", "H", "O", "H", "H"], "xyz": [[-7.306, 2.592, 8.057], [-8.397, 2.041, 8.794], [-8.319, 1.948, 10.236], [-9.652, 1.361, 10.655], [-10.731, 2.381, 10.569], [-11.949, 1.918, 11.249], [-12.965, 3.061, 11.353], [-13.777, 3.215, 10.180], [-13.029, 3.775, 9.109], [-7.242, 3.693, 8.190], [-7.589, 2.377, 7.021], [-6.316, 2.112, 8.252], [-8.200, 2.980, 10.589], [-7.465, 1.330, 10.567], [-9.554, 1.020, 11.679], [-9.952, 0.524, 10.003], [-10.874, 2.602, 9.586], [-11.716, 1.678, 12.324], [-12.438, 1.033, 10.851], [-12.546, 4.052, 11.502], [-13.642, 2.805, 12.199], [-12.245, 4.471, 9.473], [-13.650, 4.289, 8.393], [-12.579, 2.922, 8.530], [-10.368, -0.198, 4.475], [-10.316, 0.563, 5.040], [-10.945, 0.105, 3.757], [-10.413, 1.236, 7.177], [-9.689, 1.341, 7.814], [-10.674, 0.305, 7.128], [-12.650, 3.245, 5.839], [-13.278, 2.743, 6.397], [-11.806, 2.926, 6.187]], "lowdin_charge": [-0.079, -0.272, -0.176, -0.201, -0.053, -0.209, -0.215, -0.193, -0.120, 0.096, 0.088, 0.099, 0.128, 0.127, 0.114, 0.121, 0.072, 0.128, 0.119, 0.113, 0.126, 0.101, 0.079, 0.072, -0.057, -0.018, 0.046, -0.057, 0.000, 0.057, -0.076, 0.038, 0.001]}

No. 4
{"formula": "C28H30N6O5S", "method": "ωB97M-V with the def2-TZVPD basis set", "homo_energy_ev": -8.019, "lumo_ev": -0.1, "smiles": "CCOc1ccc(N(C(=O)c2snc(C(N)=O)c2N)[C@@H](C(=O)NC[C@@H]2CCCO2)c2c[nH]c3ccccc23)cc1", "total_energy_ev": -59538.80891, "homo_lumo_gap_ev": 7.87, "relative_energy_kj_mol": 0.00, "symbols": ["C", "C", "O", "C", "C", "C", "C", "C", "C", "H", "H", "N", "C", "O", "C", "C", "N", "H", "H", "C", "N", "S", "C", "O", "N", "H", "H", "C", "C", "C", "N", "C", "C", "C", "C", "C", "C", "H", "H", "H", "H", "H", "H", "H", "C", "O", "N", "H", "C", "H", "H", "C", "C", "H", "H", "C", "H", "C", "H", "O", "H", "H", "H", "H", "H", "H", "H", "H", "H", "H"], "xyz": [[-5.509, -2.977, -0.839], [-4.487, -3.533, -1.827], [-3.729, -2.515, -2.450], [-2.805, -1.830, -1.727], [-2.295, -0.679, -2.333], [-1.379, 0.117, -1.681], [-0.945, -0.228, -0.405], [-1.422, -1.391, 0.187], [-2.338, -2.191, -0.466], [-2.693, -3.079, 0.031], [-1.085, -1.665, 1.176], [-0.133, 0.661, 0.335], [1.030, 0.315, 0.936], [1.571, 1.063, 1.761], [1.688, -0.913, 0.532], [2.847, -1.408, 1.139], [3.399, -0.973, 2.278], [3.067, -0.098, 2.656], [4.291, -1.373, 2.533], [3.349, -2.510, 0.376], [2.656, -2.809, -0.702], [1.365, -1.852, -0.894], [4.586, -3.236, 0.725], [5.275, -2.933, 1.686], [4.882, -4.247, -0.114], [4.278, -4.432, -0.896], [5.714, -4.792, 0.034], [-0.686, 2.001, 0.613], [-2.175, 1.955, 0.536], [-3.015, 2.525, -0.377], [-4.300, 2.133, -0.136], [-4.319, 1.282, 0.931], [-5.371, 0.598, 1.527], [-5.077, -0.212, 2.603], [-3.771, -0.331, 3.087], [-2.725, 0.344, 2.500], [-2.990, 1.154, 1.397], [-1.721, 0.254, 2.888], [-3.587, -0.967, 3.941], [-5.870, -0.762, 3.088], [-6.381, 0.697, 1.159], [-5.101, 2.416, -0.673], [-2.779, 3.190, -1.183], [-0.369, 2.257, 1.633], [-0.010, 2.970, -0.374], [-0.499, 3.308, -1.434], [1.206, 3.369, 0.039], [1.609, 2.964, 0.876], [2.070, 4.164, -0.798], [1.480, 4.479, -1.661], [2.404, 5.043, -0.239], [3.317, 3.400, -1.277], [3.006, 2.040, -1.920], [2.976, 2.102, -3.005], [2.041, 1.670, -1.568], [4.134, 1.151, -1.401], [3.863, 0.099, -1.348], [4.387, 1.763, -0.026], [5.401, 1.602, 0.345], [4.203, 3.158, -0.190], [3.672, 1.377, 0.711], [5.021, 1.258, -2.027], [3.848, 4.056, -1.983], [-1.023, 1.024, -2.142], [-2.651, -0.419, -3.317], [-3.831, -4.265, -1.341], [-5.000, -4.031, -2.655], [-6.087, -3.792, -0.412], [-5.019, -2.432, -0.036], [-6.183, -2.296, -1.352]], "lowdin_charge": [-0.060, -0.243, -0.046, -0.259, 0.024, -0.001, -0.313, -0.061, -0.004, 0.113, 0.127, 0.061, -0.439, 0.015, -0.321, -0.283, 0.178, 0.096, 0.092, -0.264, -0.257, 1.109, -0.486, 0.051, 0.177, 0.092, 0.116, -0.105, -0.126, -0.026, 0.102, -0.204, -0.024, -0.101, -0.094, -0.033, -0.124, 0.115, 0.098, 0.098, 0.107, 0.158, 0.122, 0.159, -0.425, 0.053, 0.096, 0.128, -0.104, 0.126, 0.129, -0.303, -0.108, 0.119, 0.100, -0.135, 0.094, -0.188, 0.125, -0.094, 0.091, 0.116, 0.148, 0.119, 0.122, 0.115, 0.123, 0.078, 0.059, 0.080]}

No. 5
{"formula": "C4H9NO", "method": "ωB97M-V with the def2-TZVPD basis set", "homo_energy_ev": [-8.328, -8.329], "lumo_ev": [0.3, 0.3], "total_energy_ev": -7827.64789, "homo_lumo_gap_ev": [8.66, 8.66], "relative_energy_kj_mol": 450.79, "symbols": ["C", "C", "C", "C", "O", "N", "H", "H", "H", "H", "H", "H", "H", "H", "H"], "xyz": [[1.367, 0.386, -1.049], [1.316, 0.335, 0.349], [-0.924, -1.255, 0.597], [-0.646, 0.220, 0.429], [-0.664, 0.547, -1.179], [-1.248, 1.067, 1.163], [-1.331, 0.023, -1.656], [-1.135, 2.026, 0.850], [1.536, -0.509, -1.634], [1.482, 1.319, -1.580], [1.708, -0.543, 0.848], [1.522, 1.230, 0.923], [-0.695, -1.535, 1.626], [-0.311, -1.856, -0.076], [-1.976, -1.455, 0.390]], "lowdin_charge": [0.010, -0.126, -0.052, -0.529, -0.135, 0.116, 0.083, 0.055, 0.083, 0.081, 0.083, 0.084, 0.087, 0.077, 0.085]}

No. 6
{"formula": "C3H3NO", "method": "ωB97M-V with the def2-TZVPD basis set", "homo_energy_ev": -10.689, "lumo_ev": 0.8, "total_energy_ev": -6695.70800, "homo_lumo_gap_ev": 11.49, "relative_energy_kj_mol": 75.64, "symbols": ["C", "C", "C", "N", "O", "H", "H", "H"], "xyz": [[0.385, 0.370, 0.505], [0.780, -1.977, -0.682], [-0.774, 1.085, 0.153], [1.325, -0.269, 0.556], [1.513, -2.812, -0.483], [-0.573, 2.162, 0.100], [-1.643, 0.763, 0.776], [-1.013, 0.678, -0.925]], "lowdin_charge": [-0.334, -0.070, -0.072, 0.116, 0.043, 0.088, 0.099, 0.131]}

No. 7
{"formula": "C2H13O12STl", "method": "ωB97M-V with the def2-TZVPD basis set", "homo_energy_ev": -9.716, "lumo_ev": -6.6, "total_energy_ev": -42376.88659, "homo_lumo_gap_ev": 3.10, "relative_energy_kj_mol": 51.08, "symbols": ["Tl", "S", "O", "O", "O", "O", "O", "C", "O", "O", "H", "C", "O", "H", "H", "H", "H", "O", "H", "H", "O", "H", "H", "O", "H", "H", "O", "H", "H"], "xyz": [[17.580, 2.710, -5.333], [16.663, -4.077, -1.965], [15.607, -3.222, -1.496], [17.928, -3.389, -2.110], [16.894, -5.182, -1.043], [16.303, -4.627, -3.286], [17.811, -0.716, -1.946], [18.617, -0.268, -2.946], [19.136, -1.095, -3.706], [18.729, 0.943, -3.205], [17.937, -1.652, -2.121], [22.821, -1.223, -2.776], [21.983, -0.384, -3.604], [23.482, -0.571, -2.206], [22.263, -1.800, -2.039], [23.241, -1.948, -3.473], [21.088, -0.717, -3.505], [19.890, -2.987, -0.590], [19.763, -2.161, -0.123], [19.048, -3.156, -1.012], [15.512, 0.024, -0.751], [15.790, 0.898, -0.477], [16.321, -0.412, -1.018], [19.554, 0.581, -6.023], [19.674, 0.146, -5.180], [20.296, 0.289, -6.553], [19.814, 2.571, -1.036], [19.336, 2.329, -0.243], [19.660, 1.845, -1.640]], "lowdin_charge": [1.055, 0.320, -0.111, -0.198, -0.041, -0.044, 0.089, -0.756, 0.064, -0.104, 0.043, -0.128, -0.142, 0.076, 0.065, 0.075, 0.012, -0.038, 0.035, -0.053, -0.059, 0.025, -0.026, -0.150, -0.017, 0.053, -0.055, 0.026, -0.018]}

No. 8
{"formula": "C44H65F9N4O4RuSi", "method": "ωB97M-V with the def2-TZVPD basis set", "homo_energy_ev": [-4.409, -5.059], "total_charge": -1, "s2": 8.763, "lumo_ev": [2.0, 1.6], "total_energy_ev": -95752.44229, "homo_lumo_gap_ev": [6.36, 6.66], "spin_multiplicity": 6, "symbols": ["Ru", "C", "C", "C", "C", "C", "C", "C", "C", "C", "C", "C", "C", "C", "C", "C", "C", "C", "H", "H", "H", "H", "H", "H", "H", "H", "H", "H", "H", "H", "H", "H", "H", "H", "H", "H", "H", "H", "H", "H", "H", "H", "H", "H", "H", "H", "H", "C", "C", "C", "C", "C", "C", "O", "N", "C", "O", "N", "C", "O", "H", "H", "H", "H", "H", "H", "H", "H", "H", "H", "H", "F", "C", "F", "F", "C", "O", "C", "F", "F", "F", "C", "F", "F", "F", "N", "C", "C", "C", "C", "C", "N", "C", "H", "H", "H", "H", "C", "Si", "C", "C", "C", "C", "C", "C", "C", "C", "H", "H", "H", "H", "H", "H", "H", "H", "H", "H", "H", "H", "H", "H", "H", "H", "H", "H", "H", "H", "H"], "xyz": [[1.038, 0.254, -0.163], [0.679, -2.076, 1.384], [1.832, -2.368, 0.596], [2.901, -1.550, 1.111], [2.369, -0.828, 2.205], [1.019, -1.177, 2.418], [0.297, -0.996, 3.730], [0.676, -2.209, 4.603], [-1.221, -0.986, 3.553], [0.729, 0.290, 4.445], [4.387, -1.481, 0.817], [5.002, -0.252, 1.502], [5.094, -2.729, 1.373], [4.656, -1.286, -0.676], [1.741, -3.379, -0.543], [1.602, -2.578, -1.848], [2.907, -4.371, -0.654], [0.492, -4.257, -0.370], [-0.274, -2.564, 1.305], [2.927, -0.191, 2.864], [0.308, -3.126, 4.148], [0.238, -2.112, 5.595], [1.756, -2.283, 4.703], [-1.545, -1.896, 3.053], [-1.520, -0.120, 2.968], [-1.710, -0.942, 4.526], [1.764, 0.237, 4.776], [0.104, 0.456, 5.322], [0.624, 1.137, 3.774], [5.007, -0.350, 2.585], [4.449, 0.642, 1.220], [6.034, -0.136, 1.179], [4.999, -2.763, 2.457], [6.152, -2.696, 1.115], [4.671, -3.644, 0.979], [4.001, -0.491, -1.031], [4.474, -2.176, -1.266], [5.689, -0.988, -0.839], [2.533, -2.076, -2.096], [0.834, -1.803, -1.704], [1.314, -3.209, -2.688], [3.854, -3.889, -0.851], [2.714, -5.051, -1.484], [2.988, -4.962, 0.257], [-0.418, -3.675, -0.545], [0.459, -4.684, 0.630], [0.508, -5.074, -1.090], [-2.201, 5.177, 4.591], [-1.829, 3.842, 3.958], [-1.024, 3.925, 2.645], [-1.644, 4.874, 1.588], [-3.086, 4.544, 1.224], [0.359, 4.491, 2.916], [0.573, 5.481, 3.586], [1.388, 3.850, 2.296], [1.304, 2.652, 1.574], [2.333, 2.209, 1.066], [0.131, 2.031, 1.497], [-1.008, 2.505, 2.024], [-2.040, 1.853, 2.002], [-2.639, 5.006, 5.573], [-2.926, 5.715, 3.989], [-1.318, 5.797, 4.708], [-2.728, 3.257, 3.752], [-1.225, 3.272, 4.671], [-1.024, 4.814, 0.686], [-1.578, 5.898, 1.966], [-3.170, 3.510, 0.898], [-3.422, 5.195, 0.418], [-3.745, 4.693, 2.075], [2.315, 4.251, 2.382], [2.569, 2.761, -5.259], [2.073, 2.548, -4.028], [0.800, 2.178, -4.184], [2.042, 3.758, -3.446], [2.869, 1.474, -3.176], [2.093, 0.787, -2.399], [3.993, 2.302, -2.445], [3.503, 2.952, -1.394], [5.000, 1.542, -2.008], [4.560, 3.241, -3.234], [3.611, 0.544, -4.205], [4.696, 1.096, -4.778], [4.028, -0.579, -3.618], [2.805, 0.163, -5.205], [-4.696, 3.296, -3.688], [-3.663, 3.323, -3.181], [-2.399, 3.329, -2.568], [-1.554, 4.445, -2.627], [-0.324, 4.356, -2.015], [0.051, 3.157, -1.413], [-0.751, 2.099, -1.344], [-1.951, 2.196, -1.879], [-1.870, 5.333, -3.154], [0.355, 5.192, -2.026], [1.038, 3.032, -0.986], [-2.613, 1.349, -1.776], [-2.244, -0.613, -0.045], [-2.429, -2.148, -1.143], [-3.785, -3.320, -0.362], [-5.196, -2.753, -0.519], [-3.747, -4.727, -0.960], [-3.510, -3.439, 1.138], [-2.433, -1.853, -3.070], [-3.813, -1.427, -3.583], [-2.026, -3.138, -3.800], [-1.425, -0.756, -3.442], [-3.105, 0.051, -0.106], [-1.337, -0.030, -0.275], [-2.156, -0.900, 0.996], [-5.514, -2.754, -1.558], [-5.260, -1.734, -0.145], [-5.903, -3.355, 0.054], [-3.989, -4.714, -2.020], [-4.474, -5.366, -0.458], [-2.762, -5.172, -0.835], [-3.547, -2.470, 1.622], [-2.538, -3.888, 1.323], [-4.266, -4.071, 1.602], [-4.548, -2.218, -3.451], [-3.757, -1.198, -4.647], [-4.172, -0.535, -3.073], [-2.752, -3.934, -3.642], [-1.056, -3.484, -3.452], [-1.955, -2.951, -4.872], [-1.881, 0.226, -3.399], [-1.081, -0.896, -4.467], [-0.544, -0.735, -2.800]], "lowdin_charge": [1.280, -0.078, -0.155, -0.168, -0.059, -0.238, -0.544, -0.042, -0.043, -0.039, -0.530, -0.062, -0.035, -0.054, -0.514, -0.043, -0.051, -0.083, 0.076, 0.098, 0.082, 0.077, 0.083, 0.062, 0.056, 0.086, 0.079, 0.082, 0.061, 0.077, 0.075, 0.081, 0.084, 0.082, 0.048, 0.059, 0.057, 0.086, 0.057, 0.035, 0.086, 0.049, 0.082, 0.089, 0.010, 0.090, 0.082, -0.089, -0.165, -0.278, -0.154, -0.073, -0.410, 0.077, 0.217, -0.593, -0.014, 0.124, -0.464, 0.033, 0.071, 0.064, 0.061, 0.112, 0.123, 0.105, 0.120, 0.064, 0.073, 0.069, 0.164, 0.148, -0.534, 0.156, 0.133, -0.395, -0.152, -0.551, 0.150, 0.160, 0.139, -0.547, 0.147, 0.153, 0.155, 0.161, -0.194, -0.201, 0.005, -0.048, -0.142, 0.083, -0.094, 0.123, 0.115, 0.085, 0.094, -0.213, 0.900, -0.657, -0.104, -0.107, -0.117, -0.640, -0.102, -0.107, -0.093, 0.033, -0.034, -0.007, 0.060, 0.077, 0.078, 0.060, 0.079, 0.072, 0.064, 0.072, 0.081, 0.061, 0.084, 0.074, 0.059, 0.063, 0.081, 0.051, 0.090, 0.043]}